[1]
Here is C31H25BrNO2P2ReS4Sb as an isolated structure from the OMol25 dataset. Energies are from ωB97M-V with the def2-TZVPD basis set.

Output
E_HOMO	-16.76	eV
charge	+3
E_tot	-6568.7931	Eh

```
68
Properties=species:S:1:pos:R:3:mulliken_charge:R:1
Re 2.320 -1.703 -1.960 0.554
N 0.250 0.727 -0.537 0.015
P 1.943 0.390 -0.647 1.339
C 2.610 1.904 -1.319 0.397
C 1.890 3.098 -1.364 -0.153
C 2.502 4.250 -1.839 -0.863
C 3.826 4.215 -2.251 -0.567
C 4.551 3.031 -2.190 -0.781
C 3.946 1.874 -1.732 -0.301
C 2.471 0.228 1.059 0.619
C 3.041 1.327 1.704 -0.451
C 3.414 1.220 3.035 -0.811
C 3.207 0.032 3.722 -0.664
C 2.636 -1.063 3.082 -0.775
C 2.276 -0.970 1.750 -0.099
P -0.882 0.115 0.485 0.269
C -2.438 0.550 -0.206 0.961
C -3.462 0.990 0.637 -0.696
C -4.700 1.300 0.096 -0.837
C -4.915 1.167 -1.268 -0.614
C -3.897 0.726 -2.110 -1.007
C -2.658 0.416 -1.586 -0.214
C -0.705 0.519 2.176 1.281
C -1.027 -0.401 3.178 -0.578
C -1.039 0.020 4.496 -0.809
C -0.746 1.342 4.808 -0.607
C -0.429 2.256 3.810 -0.861
C -0.405 1.850 2.487 -0.618
H -0.137 1.228 -1.331 0.557
H 0.865 3.154 -1.019 0.286
H 1.945 5.176 -1.878 0.463
H 4.299 5.117 -2.615 0.438
H 5.587 3.011 -2.501 0.462
H 4.521 0.955 -1.680 0.450
H 3.212 2.252 1.169 0.466
H 3.877 2.061 3.533 0.506
H 3.505 -0.048 4.759 0.467
H 2.488 -1.990 3.621 0.523
H 1.848 -1.836 1.255 0.095
H -3.292 1.099 1.701 0.477
H -5.494 1.652 0.740 0.476
H -5.882 1.415 -1.684 0.451
H -4.074 0.632 -3.173 0.478
H -1.870 0.080 -2.255 0.349
H -1.260 -1.430 2.935 0.374
H -1.284 -0.681 5.282 0.474
H -0.769 1.666 5.840 0.450
H -0.203 3.283 4.064 0.482
H -0.159 2.561 1.706 0.350
S 1.907 -3.780 -3.125 -0.293
Sb 2.789 -3.758 -5.251 0.839
S 4.084 -2.044 -0.997 0.038
S 2.757 -0.479 -3.720 0.076
S 3.255 -1.497 -5.493 -0.183
Br -1.502 -2.366 -3.918 -0.095
C -2.284 -3.183 -2.401 0.269
C -3.386 -3.978 -2.629 -0.735
C -4.105 -4.498 -1.556 -0.531
C -3.760 -4.191 -0.246 -0.941
C -2.672 -3.377 -0.008 -0.262
C -1.895 -2.888 -1.076 0.546
C -0.715 -2.142 -0.750 0.364
O -0.696 -1.507 0.457 -0.113
O 0.287 -2.016 -1.464 -0.068
H -3.699 -4.183 -3.643 0.501
H -4.956 -5.137 -1.754 0.461
H -4.333 -4.589 0.579 0.475
H -2.379 -3.149 1.007 0.449
```


[2]
Here is C10H9NO2 as an isolated structure at a distorted geometry from the OMol25 dataset. Energies are from ωB97M-V with the def2-TZVPD basis set.

Output
E_HOMO	-7.92	eV
E_tot	-591.5909	Eh

```
22
Properties=species:S:1:pos:R:3:mulliken_charge:R:1
C -0.627 2.166 1.486 -0.560
C 0.531 1.749 2.143 -0.576
C -1.247 1.434 0.522 -0.860
C 1.145 0.589 1.810 -0.680
C -0.621 0.270 0.088 0.761
C 0.492 -0.220 0.832 0.570
C 0.585 -2.191 -1.894 0.312
C 0.275 -0.852 -2.563 -0.277
C -1.260 -0.623 -0.884 -0.215
C 0.078 -2.109 -0.510 -0.310
N 0.888 -1.419 0.418 -0.134
O 1.215 -3.035 -2.437 -0.538
O -1.065 -0.549 -2.217 -0.384
H -1.131 2.971 1.881 0.420
H 1.177 2.407 2.687 0.369
H -2.140 1.822 0.163 0.493
H 2.042 0.111 2.284 0.269
H 1.045 -0.255 -1.938 0.240
H 0.395 -0.914 -3.660 0.375
H -2.363 -0.795 -0.657 0.370
H -0.390 -3.113 -0.123 0.248
H 1.707 -1.742 0.815 0.104
```


[3]
Here is a 11-piece molecular cluster, C17H58N18O11 overall at a distorted geometry from the OMol25 dataset. Energies are from ωB97M-V with the def2-TZVPD basis set.

Output
E_HOMO	-8.69	eV
structure (SMILES)	COC[C@H](C)N.COC[C@H](C)N.NC(N)=O.NC(N)=O.NC(N)=O.NC(N)=O.NC(N)=O.NC(N)=O.NC(N)=O.NC(N)=O.CO
E_tot	-2496.0659	Eh

```
104
Properties=species:S:1:pos:R:3:mulliken_charge:R:1
C 4.762 -5.429 0.645 -0.864
O 3.791 -4.515 1.046 -0.247
C 2.485 -5.032 1.108 -1.193
C 1.479 -3.895 1.127 1.708
C 1.580 -3.053 2.398 -1.223
N 0.142 -4.506 0.974 -0.671
H 4.577 -5.759 -0.384 0.339
H 4.885 -6.285 1.314 0.324
H 5.708 -4.887 0.628 0.265
H 2.294 -5.643 0.212 0.433
H 2.351 -5.745 1.941 0.391
H 1.777 -3.338 0.237 -0.538
H 0.732 -2.363 2.359 0.202
H 2.484 -2.447 2.424 0.342
H 1.473 -3.674 3.288 0.336
H -0.024 -5.048 1.838 0.345
H -0.538 -3.764 1.193 0.082
C -1.771 -2.887 -0.879 -0.104
O -3.142 -3.024 -1.119 -0.514
C -3.839 -2.061 -0.366 0.841
C -5.312 -2.214 -0.713 0.290
C -5.784 -1.603 -2.023 -1.525
N -6.216 -1.745 0.345 -0.759
H -1.140 -3.563 -1.464 0.428
H -1.465 -3.140 0.149 -0.076
H -1.431 -1.863 -1.084 -0.036
H -3.754 -2.320 0.693 0.166
H -3.470 -1.054 -0.573 -0.579
H -5.541 -3.273 -0.869 0.322
H -5.762 -0.517 -2.093 0.186
H -6.785 -1.971 -2.262 0.418
H -5.246 -2.063 -2.865 0.403
H -5.933 -2.185 1.224 0.322
H -6.062 -0.742 0.525 0.294
N -5.624 3.344 1.102 -0.426
C -5.091 2.146 0.614 0.682
N -3.699 2.058 0.592 0.014
O -5.823 1.214 0.202 -0.721
H -6.586 3.595 1.058 0.230
H -4.989 4.006 1.495 0.124
H -3.164 2.842 0.894 0.245
H -3.286 1.249 0.157 -0.330
N -1.753 2.744 -2.576 -0.312
C -2.215 1.469 -2.294 0.372
N -3.284 1.010 -3.061 -0.343
O -1.829 0.821 -1.274 -0.455
H -0.903 3.123 -2.169 0.145
H -2.139 3.322 -3.293 0.148
H -3.473 1.383 -3.967 0.181
H -3.887 0.304 -2.678 0.141
N 3.551 4.764 -1.593 -0.290
C 2.258 5.004 -2.040 0.519
N 2.149 6.082 -2.940 -0.424
O 1.304 4.267 -1.803 -0.567
H 3.827 3.984 -0.973 0.224
H 4.276 5.340 -1.955 0.151
H 2.738 6.878 -2.910 0.166
H 1.407 5.947 -3.605 0.221
N 3.465 -1.805 -0.927 -0.225
C 2.924 -2.301 -2.095 0.694
N 1.885 -1.554 -2.630 -0.320
O 3.277 -3.367 -2.582 -0.684
H 3.337 -0.848 -0.662 0.066
H 4.099 -2.420 -0.449 0.140
H 1.322 -1.892 -3.381 0.231
H 1.599 -0.740 -2.107 -0.019
N 0.778 2.472 5.484 -0.360
C -0.200 1.476 5.267 0.595
N 0.205 0.443 4.421 -0.245
O -1.348 1.567 5.774 -0.685
H 1.661 2.423 5.032 0.157
H 0.521 3.126 6.197 0.227
H 1.037 0.567 3.851 0.237
H -0.433 -0.263 4.105 0.142
N 4.197 2.120 2.366 -0.230
C 4.599 2.716 1.191 0.589
N 5.721 3.553 1.260 -0.440
O 4.084 2.432 0.097 -0.904
H 3.415 1.462 2.307 0.269
H 4.617 2.333 3.241 0.175
H 6.165 3.744 0.384 0.238
H 6.099 3.773 2.150 0.152
N 1.510 1.299 -0.222 0.278
C 1.075 0.717 0.983 0.444
N -0.160 0.114 0.905 0.975
O 1.705 0.777 2.064 -0.901
H 0.810 1.798 -0.749 -0.029
H 2.431 1.745 -0.066 0.118
H -0.610 -0.346 1.681 -0.266
H -0.615 0.179 0.002 -0.254
N 2.296 0.488 -5.165 -0.354
C 1.820 1.784 -5.259 0.436
N 1.651 2.437 -4.043 -0.065
O 1.502 2.308 -6.323 -0.671
H 2.263 0.048 -4.265 0.310
H 2.315 -0.054 -6.005 0.240
H 2.067 2.122 -3.190 0.105
H 1.464 3.409 -4.206 0.068
C -2.754 -0.197 3.130 -0.925
O -1.868 -1.339 3.097 -0.532
H -2.416 0.604 2.485 0.344
H -3.770 -0.539 2.934 0.359
H -2.709 0.245 4.134 0.463
H -2.110 -1.911 3.830 0.256
```


[4]
Here is an isolated ion of composition C7H12N and charge +1 at a distorted geometry from the OMol25 dataset. Energies are from ωB97M-V with the def2-TZVPD basis set.

Output
E_HOMO	-13.80	eV
structure (SMILES)	C#C[C@@H]1CCCC[NH2+]1
charge	+1
E_tot	-328.2632	Eh

```
20
Properties=species:S:1:pos:R:3:mulliken_charge:R:1
C 0.852 3.385 0.666 -0.280
C 0.280 2.248 0.286 -0.523
C -0.605 0.973 -0.213 0.237
C -0.982 0.075 1.072 -0.653
C -0.266 -1.370 1.167 -0.531
C 0.196 -1.997 -0.265 -0.606
C 1.043 -0.792 -1.001 -0.533
N 0.019 0.245 -1.366 -0.195
H 0.940 4.528 0.864 0.361
H -1.604 1.427 -0.613 0.316
H -2.135 -0.006 1.169 0.320
H -0.632 0.676 2.010 0.321
H 0.704 -1.295 1.814 0.312
H -0.925 -2.173 1.701 0.323
H -0.778 -2.100 -0.905 0.259
H 0.790 -2.975 -0.183 0.350
H 1.489 -1.226 -1.985 0.338
H 1.868 -0.372 -0.306 0.339
H -0.755 -0.191 -1.925 0.428
H 0.500 0.939 -1.989 0.417
```


Listing LUMO level for the structures above in their given order: -10.2, 0.7, 0.1, -3.5 eV.
Listing relative energy (zero: lowest compared OMol25 entry of this formula, charge and spin) for the structures above in their given order: 0.0, 73.8, 0.0, 103.9 kcal per mole.